This record from OMol25 describes C20H32N2O7S in the gas phase. The level of theory is ωB97M-V/def2-TZVPD.

The geometry in XYZ format:
```
62
Properties=species:S:1:pos:R:3:forces:R:3:mulliken_charge:R:1
C 6.7797 0.0479 1.6026 0.0 0.0 0.0 -1.485
C 5.3649 -0.1855 1.1702 -0.1 0.0 0.0 1.123
C 4.3214 0.4924 1.7937 0.0 -0.1 -0.1 -1.066
C 3.0087 0.2750 1.4140 -0.1 0.1 0.1 0.002
C 2.7490 -0.6227 0.3987 -0.5 0.0 -0.2 -0.499
S 1.0820 -0.9338 -0.1234 -0.1 -0.6 -0.3 1.812
O 0.8819 -2.3569 -0.2189 0.3 -0.1 -0.1 -0.932
O 0.1471 -0.2330 0.7213 0.5 0.2 0.1 -0.717
N 1.0220 -0.4086 -1.7085 0.2 -0.4 0.8 -0.172
C 1.2134 1.0051 -2.0083 0.6 0.4 0.0 0.165
C 2.6955 1.2969 -2.2455 -0.3 0.1 0.0 -1.699
C 0.6870 1.8868 -0.8666 -0.1 0.6 -0.4 0.495
O 1.4613 2.3287 -0.0342 0.3 0.0 0.1 -0.678
N -0.6332 2.1761 -0.8442 -0.1 0.2 0.1 0.152
C -1.6317 1.7194 -1.7856 -0.1 -0.4 -0.3 -1.885
C -2.1961 0.3213 -1.4889 -0.2 0.3 0.1 0.581
O -1.7441 -0.6106 -2.4656 0.2 0.2 -0.1 -0.560
C -2.4384 -1.8395 -2.4292 -0.1 -0.5 0.3 -0.776
C -2.2056 -2.6670 -1.1607 0.0 0.1 -0.3 -0.321
O -3.0142 -2.1775 -0.1044 -0.2 0.2 0.0 -0.380
C -2.4272 -2.3388 1.1755 -0.1 0.1 0.4 0.368
C -3.3802 -1.8425 2.2674 0.3 -0.4 -0.3 -0.957
O -3.4966 -0.4423 2.3403 0.2 0.3 -0.1 -0.348
C -4.4401 0.0988 1.4378 -0.2 0.4 -0.1 -0.231
C -4.3684 1.6286 1.4611 -0.2 -0.5 0.1 -0.839
O -3.3668 2.1813 0.6446 0.2 0.0 -0.2 -0.350
C -2.0658 2.1813 1.2111 0.3 0.2 0.0 -0.249
C -1.1287 2.9516 0.2808 -0.1 -0.1 0.4 -1.270
C 3.7631 -1.3185 -0.2292 0.1 -0.1 -0.1 -0.410
C 5.0720 -1.0957 0.1586 -0.1 0.0 0.0 -0.964
H 6.9473 1.1004 1.8193 0.1 0.1 0.0 0.377
H 6.9867 -0.5170 2.5117 0.1 0.0 0.1 0.293
H 7.4808 -0.2729 0.8366 0.1 0.0 0.0 0.377
H 4.5410 1.1987 2.5803 0.0 0.1 0.1 0.403
H 2.1871 0.8004 1.8715 0.0 0.1 0.1 0.529
H 0.1615 -0.7688 -2.1151 -0.2 -0.2 0.0 0.375
H 0.6690 1.2122 -2.9332 0.0 -0.2 0.2 0.610
H 3.1173 0.5328 -2.8921 0.0 -0.1 -0.1 0.416
H 2.8038 2.2703 -2.7177 0.1 0.1 0.0 0.441
H 3.2345 1.3125 -1.3033 0.1 0.0 0.0 0.217
H -1.2353 1.7192 -2.8041 -0.1 0.1 0.0 0.603
H -2.4490 2.4406 -1.7346 0.1 -0.1 -0.1 0.387
H -3.2914 0.3521 -1.5189 0.1 0.0 0.0 0.886
H -1.8768 0.0058 -0.4939 -0.2 0.0 -0.1 -0.308
H -3.5170 -1.6573 -2.5390 0.1 0.0 -0.1 0.444
H -2.0737 -2.3973 -3.2946 -0.1 0.0 0.1 0.430
H -2.4763 -3.7131 -1.3672 0.1 0.1 0.0 0.471
H -1.1461 -2.6308 -0.8855 -0.2 -0.1 -0.1 0.116
H -2.2139 -3.4027 1.3538 0.0 0.0 0.1 0.525
H -1.4847 -1.7795 1.2342 -0.1 -0.1 0.0 -0.259
H -4.3694 -2.2992 2.1256 0.0 0.0 0.1 0.344
H -2.9739 -2.1539 3.2335 -0.1 -0.1 -0.1 0.454
H -5.4528 -0.2133 1.7436 0.1 0.0 -0.1 0.468
H -4.2569 -0.2679 0.4239 -0.1 0.1 0.0 0.193
H -4.2422 1.9581 2.5013 -0.1 0.0 0.0 0.336
H -5.3086 2.0266 1.0681 0.0 -0.1 0.1 0.422
H -1.6898 1.1668 1.3756 -0.1 0.1 0.0 0.229
H -2.1010 2.6952 2.1833 0.0 0.0 -0.1 0.652
H -1.6617 3.8283 -0.1016 0.0 0.0 0.1 0.330
H -0.2498 3.2712 0.8423 -0.2 0.0 -0.1 0.499
H 3.5092 -2.0205 -1.0069 0.1 -0.1 -0.1 0.479
H 5.8751 -1.6302 -0.3273 0.1 -0.1 -0.1 0.350
```
Positions in Å, forces in eV/Å.

Values from the calculation:
- E_LUMO (eV) = 0.8
- ΔE to the lowest compared entry with this formula, charge and spin (eV) = 0.1238
- largest force on an atom (eV/A) = 0.94
- SMILES string = Cc1ccc(S(=O)(=O)N[C@H](C)C(=O)N2CCOCCOCCOCCOCC2)cc1
- E_HOMO (eV) = -9.09
- frontier orbital gap (eV) = 9.860